Below is 2 unconnected molecules or ions with the total composition C2H8NS at a distorted geometry, with properties calculated with ωB97M-V/def2-TZVPD.

ΔE to the lowest compared entry with this formula, charge and spin: 13.03 kcal/mol
Charge: -1
LUMO energy: 3.9399 eV
Kohn-Sham gap: 6.62 eV

Bonds (Å) are listed after each position.
Element x y z (Å)
1 S -3.30987 -0.01432 -1.14927  H2 1.462
2 H -2.10804 0.68962 -1.59446  S1 1.462
3 C 1.10581 0.56326 -0.49561  C4 1.578, H6 1.100, H7 1.107, H8 1.070
4 C 0.65545 -0.06320 0.88141  C3 1.578, N5 1.474, H9 1.060, H10 1.095
5 N -0.25399 -1.21526 1.02094  C4 1.474, H11 1.025, H12 1.068
6 H 0.19168 0.92407 -0.98891  C3 1.100
7 H 1.61695 1.51992 -0.27622  C3 1.107
8 H 1.70936 -0.08677 -1.09339  C3 1.070
9 H 1.57948 -0.30446 1.34071  C4 1.060
10 H 0.09388 0.75468 1.34475  C4 1.095
11 H -1.16563 -0.82690 0.75991  N5 1.025
12 H -0.11509 -1.94065 0.25015  N5 1.068

Atom charges from the natural (NBO) analysis, given in e for atoms 1 to 6:
1. S -1.064
2. H 0.076
3. C -0.634
4. C -0.209
5. N -0.847
6. H 0.225